{
  "formula": "C7H8O4",
  "method": "ωB97M-V/def2-TZVPD",
  "largest_force_ev_per_a": 6.86,
  "homo_lumo_gap_ev": 9.36,
  "e_above_lowest_kj_mol": 968.2,
  "energy_ev": -15568.54277,
  "elements": ["C", "C", "C", "C", "C", "C", "C", "H", "H", "H", "H", "H", "H", "H", "H", "O", "O", "O", "O"],
  "positions_angstrom": [[-2.39561, -0.11856, 0.47906], [-0.78074, -0.07603, 0.10753], [-0.12577, -1.15300, -0.27441], [1.33844, -1.15024, 0.14554], [2.08685, 0.10780, 0.20023], [1.18301, 1.28510, 0.30868], [-0.32991, 1.18065, 0.55321], [-3.07352, -2.10090, 0.14305], [-3.03113, 1.13687, 0.17422], [-2.51906, -0.62488, 2.02354], [-0.57128, -2.06595, -0.30026], [3.21131, 0.10450, 0.26830], [1.53977, 2.31351, 0.79412], [-0.38603, 1.40387, 1.68266], [0.03595, 2.68940, -0.90478], [-3.00040, -1.30366, -0.63084], [2.01197, -2.24289, 0.21687], [1.76341, 0.77290, -0.96053], [-0.90793, 2.35981, -0.25049]]
}